No. 1
149
Properties=species:S:1:pos:R:3:forces:R:3 method="wB97M-V/def2-TZVPD" total_charge=-1 orbital_gap_ev=3.58 max_force_ev_per_a=1.33 total_energy_ev=-5716295.6602
Br -8.81593 -6.11129 0.19094 -0.118 -0.202 -0.038
H -5.57896 -3.58433 -5.75793 0.081 -0.085 0.062
Br -7.20998 -1.51052 3.85844 -0.043 0.049 -0.020
H -5.40111 -3.15965 3.52576 0.075 0.019 0.035
Br 4.55725 5.62328 -2.03497 0.011 -0.008 0.007
H -6.44121 0.24259 0.09548 0.011 -0.029 0.070
Br -0.72187 3.52489 0.69880 0.033 0.112 0.013
C 1.29539 -10.79915 7.92248 -0.041 -0.017 -0.092
H 12.76707 4.17577 3.62528 0.065 0.012 -0.007
H 14.98304 0.94083 -3.15204 0.043 0.009 0.046
Br -9.62517 -0.22765 -5.19019 -0.602 -1.177 -0.137
H -10.26150 -1.54064 -3.21043 0.048 0.002 0.048
Br 11.07231 5.90873 3.16030 0.064 0.037 -0.006
H -6.77574 -2.40869 -6.24942 0.002 0.286 -0.048
Br 19.56040 -0.70535 4.23964 0.000 -0.003 -0.013
H -3.89238 1.07526 -7.62785 0.072 0.034 -0.097
Br 13.79273 -0.65910 -4.60546 0.001 -0.004 0.005
Br 4.03267 -2.65115 4.50702 -0.072 -0.028 -0.004
Br 6.93435 7.22389 3.78768 0.026 0.007 0.021
C -4.46630 -5.53789 -3.21182 -0.934 -0.776 0.318
Br -8.11988 2.26748 -5.08971 0.402 0.936 0.377
O -5.62394 -4.97875 -3.76342 -0.066 -0.183 0.320
Br -8.01107 2.01243 -0.62327 -0.013 -0.067 -0.005
H 16.35183 2.13507 1.07358 0.062 -0.015 0.003
H -6.68546 9.36227 -2.42911 -0.032 0.061 -0.018
C 12.15121 9.99565 2.34514 0.002 -0.085 -0.002
Br 3.03664 1.44651 7.22031 -0.036 -0.043 0.003
Br -1.60289 -8.52643 -0.60769 0.052 -0.031 -0.065
Br 11.19761 3.73016 5.47762 -0.070 0.019 -0.004
Br -5.67472 0.55906 -2.23169 -0.095 -0.204 0.348
Br -5.12344 3.20222 -7.28806 0.107 0.076 -0.030
H -7.87532 -3.45129 -4.36971 0.185 0.184 0.086
Br 11.79390 9.28532 0.59513 0.002 -0.016 -0.005
H -4.21564 -4.91580 -2.33970 0.255 0.270 0.113
Br 14.57468 3.80478 0.67713 -0.017 0.010 0.019
Br -10.31895 -6.47047 -8.17268 -0.003 -0.022 -0.005
Br 2.98594 -11.68963 7.69430 0.014 -0.015 -0.005
C -6.97829 0.39985 -0.82668 0.017 0.045 -0.079
C -6.92139 -2.97455 -4.16082 0.806 0.105 0.234
H -6.72384 -4.06342 -2.31021 0.117 0.137 0.247
Br 4.54549 1.82724 4.45624 -0.203 -0.088 0.060
C 4.03706 2.65537 6.10466 -0.016 0.081 -0.056
Br -3.43631 2.71705 5.34758 0.008 0.011 0.024
Br 10.74977 9.54687 3.58101 -0.061 0.025 0.020
Br -2.45163 -1.45876 -3.57682 0.149 -0.154 0.192
Br 1.14213 -9.27452 6.76637 -0.007 0.072 0.005
H 17.39423 0.29026 3.59093 -0.033 0.048 0.011
Br -6.67835 7.63896 -4.18978 -0.065 0.060 -0.024
Br 0.55924 -1.23533 -2.58559 -0.030 -0.049 0.081
C -1.02311 -0.27277 -3.11042 -0.099 0.161 -0.075
C -0.92026 -10.76554 2.90352 -0.009 0.083 -0.029
Br -1.51543 1.01973 -1.76282 -0.025 -0.030 -0.036
Br -1.75433 0.91865 3.34107 0.003 -0.001 0.002
C -6.05352 -2.65464 2.82891 0.004 -0.087 0.078
H 1.54923 4.39593 0.29723 0.023 -0.138 0.156
Br 1.76797 3.74538 2.67138 -0.055 -0.014 -0.071
H 1.72165 2.34800 9.71129 0.056 -0.007 -0.019
C 11.68806 4.15653 3.66745 0.076 -0.042 -0.075
H -0.73552 -9.71040 2.76571 0.005 0.064 -0.008
Br 0.64171 -4.84434 3.91209 0.077 -0.004 -0.001
C 17.99675 -0.48516 3.14393 0.009 -0.064 0.032
Br 0.30869 -4.10715 -7.25945 0.036 -0.028 -0.019
Br -2.31676 -10.92876 4.21711 -0.010 0.001 0.009
C -6.09577 -3.79367 -3.16751 -0.558 0.227 -0.442
H -7.07395 -2.01381 -3.66572 -0.469 0.040 0.003
H -10.86681 -6.40206 -1.15447 -0.066 0.030 0.037
H -4.19759 1.15393 3.59179 -0.056 -0.023 -0.034
Br -2.31421 -5.88037 3.39379 -0.027 0.056 -0.022
Br -4.51415 8.28753 -1.96226 0.051 -0.004 0.034
Br -8.46003 11.34296 -1.52279 -0.015 0.030 -0.016
H -2.09253 -6.86585 -2.39621 -0.071 0.023 -0.014
I -2.83294 -4.87504 -4.63784 0.999 0.309 -0.626
Br 13.87111 9.43495 2.99793 0.010 -0.008 0.000
Br 0.88072 -1.10470 -6.40244 -0.107 0.018 -0.028
Br -9.44989 10.22028 1.27912 -0.004 0.007 -0.001
Br 1.99177 1.99099 0.02212 -0.050 -0.013 0.016
C -3.39750 1.09473 4.31440 0.032 -0.018 -0.057
Br -7.34785 12.60561 1.17516 0.000 0.003 -0.006
C -6.37995 8.32812 -2.41975 0.050 -0.096 -0.035
Br -11.84821 0.33242 -2.97906 0.043 0.018 -0.020
C 15.27565 2.06468 1.10015 -0.023 0.115 -0.082
C -1.28327 -6.95399 -1.67612 -0.190 0.098 -0.130
Br 5.58964 -2.00321 1.81579 -0.006 0.008 -0.014
Br -9.24532 4.52234 -3.16969 -0.052 0.042 -0.008
Br 14.78813 1.51783 2.87848 0.007 -0.022 0.074
Br -6.20557 0.32444 -8.06681 -0.018 -0.044 0.006
C -10.85481 -1.00709 -3.93889 0.013 -0.105 -0.070
H -0.92848 -2.66867 -5.68634 -0.073 -0.038 0.051
C -1.21732 -4.35946 3.83201 -0.029 -0.020 -0.084
H 8.62639 5.49075 4.25414 0.070 0.017 0.019
Br 3.08681 4.30905 5.82697 0.013 -0.027 0.069
H -1.50490 -4.03387 4.81917 -0.002 0.031 0.058
C 1.19872 3.53404 0.84687 0.052 -0.025 0.024
Br 6.76795 -1.06139 4.60875 0.192 -0.062 0.025
Br -0.17762 -12.01164 7.68606 0.004 -0.015 0.002
C -4.82843 1.30210 -7.14337 -0.149 -0.012 0.054
Br 0.64631 2.38052 11.93539 -0.002 0.006 0.010
Br 11.09967 2.81505 2.43195 -0.117 -0.050 -0.023
Br -8.73381 -3.72960 -8.40045 -0.011 0.030 0.023
H 3.03274 7.41545 -2.78731 0.003 0.063 0.005
Br 15.59876 1.85019 -5.36097 0.004 -0.002 -0.009
Br -8.10061 -1.13485 -1.08738 -0.085 -0.094 0.116
Br 0.36040 -7.08399 -2.66469 0.008 -0.025 0.048
Br 0.80073 4.63322 9.69201 0.006 0.008 -0.003
H 4.94635 2.90380 6.62820 0.057 0.024 0.066
Br -1.86432 -1.87395 -7.83741 -0.017 0.048 0.076
Br -7.05006 -4.00167 1.89294 0.128 0.257 -0.010
Br -9.48223 -4.90621 -5.52947 -0.187 -0.392 -0.534
H 1.25734 -10.43990 8.93830 0.007 0.014 0.064
Br -1.32916 -5.38611 -0.57393 0.032 0.182 0.044
C -6.11772 -2.69764 -5.42994 -0.373 -0.343 -0.078
Br 16.92801 -2.07866 3.09285 -0.002 0.006 -0.008
Br -3.74623 -0.44328 5.41400 0.038 -0.066 0.072
H -8.07811 -5.85690 -7.32255 0.058 -0.002 -0.010
H -0.77939 0.28049 -4.00582 0.103 0.070 0.012
C 5.75196 -2.40728 3.68761 -0.087 0.060 -0.011
Br -7.44815 7.43363 -1.09662 -0.003 0.025 -0.002
Br -9.87809 -4.44522 -2.29396 -0.066 0.136 0.183
C 14.41401 1.07555 -4.05878 -0.023 0.016 -0.018
Br 7.07290 5.05775 6.11514 -0.022 -0.026 0.017
Br -6.10958 3.95810 -3.27821 0.017 0.142 -0.026
Br 14.75740 0.75279 -0.20159 -0.058 -0.073 0.018
Br 2.61899 5.74495 -4.55726 0.005 -0.008 -0.002
Br 12.95463 2.25161 -3.64030 -0.011 0.013 0.008
C 7.54910 5.47399 4.29557 -0.057 -0.065 -0.094
Br -1.45670 -11.46497 1.19905 -0.013 -0.159 0.080
C 0.77721 2.74491 10.05015 -0.041 -0.002 -0.026
Br -9.22821 -7.53341 -2.61217 0.024 0.007 0.001
C 2.92863 6.34250 -2.75941 0.030 -0.088 0.019
H 12.17417 11.07035 2.25942 0.004 0.064 -0.006
H -5.26958 -3.15551 -2.83609 0.262 -0.157 0.152
H -7.65567 4.68142 -5.05196 -0.006 0.127 0.019
H -7.18161 10.29539 0.31448 0.032 -0.054 -0.007
H -5.39459 -1.90865 -5.23911 0.081 -0.026 -0.146
Br 6.95315 4.13095 3.05931 0.113 0.149 0.024
H 6.29023 -3.33769 3.77317 0.033 -0.054 0.003
C -7.99022 11.01118 0.31522 -0.020 -0.021 0.027
Br -4.93245 -1.64205 1.64096 -0.008 0.087 -0.110
C -7.76110 3.95757 -4.25829 0.230 0.137 -0.236
Br -4.66338 0.73625 -5.32331 0.169 0.173 -0.259
Br 0.72085 -11.55158 3.52192 0.030 -0.066 -0.008
Br 1.42818 5.94477 -1.62182 -0.122 0.188 -0.216
Br -1.51466 -2.88226 2.63655 0.029 -0.140 0.044
Br 18.45684 0.10662 1.36975 0.019 0.023 -0.018
C -9.85113 -6.16324 -1.42610 0.105 -0.087 -0.087
C -9.01184 -5.31536 -7.34779 -0.032 0.023 0.082
Br -0.60409 1.85453 9.05650 -0.009 0.003 -0.020
C -0.47048 -2.46792 -6.64805 -0.002 -0.048 -0.037
Br -12.01401 -2.29044 -4.78690 -0.071 0.126 0.055

No. 2
82
Properties=species:S:1:pos:R:3:forces:R:3 method="wB97M-V/def2-TZVPD" total_charge=0 orbital_gap_ev=4.68 max_force_ev_per_a=3.56 total_energy_ev=-109236.0623 relative_energy_kj_mol=76.4
H 15.78234 6.77868 9.12578 0.170 0.097 0.676
H 13.39314 7.32701 19.05465 0.238 -0.228 -0.909
C 8.71780 7.02994 14.04188 -1.120 -0.430 -0.002
H 7.35443 11.24489 6.93574 0.163 -0.075 0.750
H 6.68020 9.99045 15.62535 -0.332 -0.783 -0.080
H 6.65367 8.26571 16.80413 0.027 -0.358 -0.414
C 12.78116 9.87435 11.58748 0.403 0.304 0.338
C 13.26971 9.73154 9.12177 -1.918 1.001 1.717
C 13.98631 9.15132 11.78865 -0.176 -0.190 1.625
C 13.02398 9.96843 7.63176 -1.054 -0.110 0.227
H 14.94857 9.07126 18.51046 0.458 -0.364 0.240
F 11.75025 4.39850 10.02406 -1.140 0.586 0.570
O 11.79392 10.10565 7.27371 1.074 -0.293 0.192
H 7.18876 11.02812 17.66661 0.425 -0.044 -0.044
H 15.43495 7.67234 17.50316 0.581 -1.196 -0.243
C 14.38294 9.08599 9.50172 -0.120 0.135 -2.461
O 14.02935 9.95467 6.95041 0.492 0.111 -0.773
C 11.07955 5.32311 10.79093 -0.093 -1.066 -1.084
H 6.07947 12.82629 8.12802 -1.015 1.329 -0.549
C 8.09461 6.51397 16.76896 -0.294 0.177 0.609
C 7.80973 8.27398 13.98895 -0.022 -0.305 -0.904
O 11.16846 10.53061 10.00774 0.317 0.350 0.386
H 8.25688 9.21453 10.66558 -0.502 0.839 -0.460
F 9.85324 4.80147 11.17161 1.334 0.448 -0.603
Ca 10.24596 9.06237 8.49389 -0.611 -0.082 0.054
H 15.01397 8.76351 8.69766 0.421 0.031 -0.252
H 11.65043 8.36374 15.81790 0.237 0.411 0.585
H 12.29376 7.08421 14.98644 0.304 -0.632 -0.086
H 8.96505 11.13280 17.39899 -0.559 -0.172 -0.393
H 5.61345 12.61140 10.62890 -0.028 -0.510 0.117
C 14.68832 8.38208 17.70836 -2.406 2.373 0.596
C 12.32394 10.13409 10.20035 0.397 -0.835 -0.773
H 15.16108 9.84321 16.24864 0.570 0.322 -0.366
O 11.26391 6.66360 8.81791 0.099 0.563 -0.271
C 7.27715 11.11591 8.03809 -0.687 0.567 -0.424
H 8.45432 5.99074 17.64610 0.606 -0.332 0.066
H 12.73147 8.61411 18.39159 0.434 -0.553 -0.799
C 14.35474 8.75177 13.12961 -1.305 0.890 -2.304
H 11.08066 10.89285 12.62136 0.537 -0.283 -0.218
C 10.90202 6.68967 10.00001 -0.206 -1.630 0.047
H 7.42782 5.76838 16.31227 -0.125 0.573 -0.081
C 7.36406 7.72433 17.42644 -1.185 -0.127 -0.245
C 12.55028 7.74100 15.80613 0.227 0.810 -0.525
C 16.05846 6.71412 11.40310 -0.562 -0.133 -1.049
N 14.75245 8.73753 10.70849 0.682 0.045 2.098
H 7.24189 8.31774 13.02038 0.976 0.074 0.482
C 16.06487 8.14342 10.91128 -0.379 -0.595 0.272
S 8.73443 9.78734 14.33961 -0.721 0.160 0.802
S 8.40047 9.01160 18.09343 1.037 -0.209 0.643
C 6.42172 12.02260 8.69516 1.252 -2.234 2.469
H 15.13995 8.06058 13.26767 0.689 -0.470 0.312
H 11.75683 6.66794 17.49173 -0.124 -0.391 -0.249
H 9.53278 7.06945 13.32470 0.175 0.320 -0.081
O 10.32526 7.57978 10.62453 -0.182 0.926 0.490
C 12.01654 10.32621 12.71147 1.137 -0.569 -0.361
C 7.65198 10.44146 15.68440 0.518 0.969 0.113
C 7.98189 10.10099 8.69030 0.440 -0.275 0.089
H 13.52555 10.06162 16.90417 0.896 -0.929 -0.235
C 8.05473 10.53490 17.19355 -0.289 0.181 -0.939
H 7.00367 8.23649 14.70920 0.060 -0.351 0.335
N 13.79746 8.47320 15.43132 -0.790 -0.091 0.937
H 17.49609 6.97986 9.66591 0.317 -0.023 0.075
H 15.07603 6.20164 11.53171 0.930 0.591 -0.040
H 6.72294 7.35132 18.25558 0.541 -0.001 -0.442
H 6.60639 10.65876 11.78103 0.332 -0.155 0.344
C 12.71435 6.96759 17.08149 0.473 -0.884 -0.234
H 8.08401 6.17081 13.67825 0.765 0.407 0.856
S 9.52019 6.79520 15.69557 -1.040 -0.304 -0.753
F 11.76656 10.39019 15.02997 0.381 0.145 0.265
C 14.30229 9.28510 16.55589 -1.345 0.340 -0.875
N 13.34324 7.80208 18.13142 0.342 0.727 1.864
C 6.85819 10.80827 10.73978 -1.687 1.232 1.359
H 16.82816 6.48056 12.12088 0.096 -0.303 -0.022
C 16.46318 7.03002 9.95061 -0.503 0.440 0.938
C 12.50104 9.98528 13.95920 -2.131 0.816 -0.805
C 13.54615 9.12275 14.16562 1.706 -0.614 0.777
C 7.72935 10.02318 10.07658 1.663 -2.291 -0.670
H 13.41460 6.11949 16.92226 -0.617 0.338 0.248
H 16.80979 8.82500 11.37582 -0.499 -0.489 -0.652
C 6.19581 11.84360 10.11615 0.277 1.355 -2.968
F 11.81179 5.40150 11.89718 0.132 0.572 0.791
H 7.36882 11.43796 15.34162 0.433 0.354 0.285

E_LUMO: 0.37; -1.57 (eV)